The molecule C11H8O2 at a distorted geometry, computed with wB97M-V/def2-TZVPD.

Its total charge is 0. The LUMO energy is -0.22 eV. The value obtained for the orbital gap is 0.2993 Eh. Its SMILES is O=c1occcc1-c1ccccc1. Its energy relative to the best compared isomer or geometry (same formula, charge and spin) is 418.6 kJ/mol. The energy comes out at -574.30320 Eh. The multiplicity is 1.

Cartesian coordinates (Å):
C (-0.8694, -1.0103, -1.4341)
C (-0.9806, -0.0331, -3.5302)
C (-0.4133, 1.0826, -2.9356)
C (0.1084, 1.1366, -1.4607)
C (-0.1452, 0.0103, -0.7760)
C (0.1793, -0.0062, 0.6333)
C (-0.8098, -0.6041, 1.4186)
C (-0.4210, -0.7365, 2.7001)
C (0.9377, -0.3178, 3.1477)
C (1.8628, 0.2903, 2.3398)
C (1.4270, 0.6127, 1.0160)
H (-1.7521, 0.0326, -4.3734)
H (-0.6468, 2.0454, -3.5869)
H (0.8075, 1.9382, -1.2062)
H (-1.7469, -1.0128, 1.0075)
H (-1.1567, -1.4992, 3.2584)
H (1.3227, -0.8730, 4.1595)
H (2.8449, 0.6631, 2.8532)
H (1.7608, 1.3407, 0.3656)
O (-1.1944, -2.0205, -0.8239)
O (-1.1149, -1.0390, -2.7726)

Forces on atoms 1 to 2 (eV/Å):
-0.661 -3.981 1.297
-0.512 6.020 -0.020